Here is 2 unconnected molecules or ions with the total composition CH3F2NO from the OMol25 dataset. Energies are from ωB97M-V/def2-TZVPD.

Properties
- E_tot (eV) = -10052.0048
- orbital gap (alpha / beta) (eV) = 8.9 / 8.9
- ΔE to the lowest compared entry with this formula, charge and spin (kcal/mol) = 166.7
- 2S+1 = 1
- LUMO level (alpha / beta) (eV) = 0.5 / 0.5
- charge = 0

Last column: natural (NBO) charge in e.
Geometry (Å):
C -0.10 0.11 0.35  0.106
N 1.06 1.93 0.00  0.192
O 0.61 -0.95 0.04  -0.630
F 2.27 1.71 -0.47  -0.231
F 0.41 2.47 -1.06  -0.271
H -0.96 0.35 -0.27  0.168
H -0.19 0.18 1.46  0.185
H 0.76 -0.87 -0.85  0.482

Here is C4H10Si in the gas phase from the OMol25 dataset. Energies are from ωB97M-V/def2-TZVPD.

Properties
- E_tot (eV) = -12185.4970
- orbital gap (eV) = 11.1
- SMILES string = C[SiH2]C1CC1
- ΔE to the lowest compared entry with this formula, charge and spin (kcal/mol) = 16.2
- 2S+1 = 1
- LUMO level (eV) = 1.1
- charge = 0

Last column: natural (NBO) charge in e.
Geometry (Å):
C 2.34 -0.49 0.61  -1.013
Si 0.96 0.41 -0.53  1.123
C -0.62 0.09 0.31  -0.698
C -2.01 0.72 -0.17  -0.389
C -1.76 -0.74 -0.28  -0.420
H 2.55 0.04 1.50  0.224
H 2.04 -1.42 0.84  0.212
H 3.37 -0.57 0.08  0.227
H 1.06 1.86 -0.60  -0.202
H 1.50 0.24 -1.82  -0.174
H -0.49 -0.11 1.38  0.254
H -1.84 1.28 -1.06  0.205
H -2.81 1.05 0.56  0.221
H -2.38 -1.27 0.47  0.210
H -1.94 -1.10 -1.28  0.220

Here is a molecular structure, C3H14NReS from the OMol25 dataset. Energies are from ωB97M-V/def2-TZVPD.

Properties
- E_tot (eV) = -17782.4958
- orbital gap (alpha / beta) (eV) = 7.8 / 8.7
- ΔE to the lowest compared entry with this formula, charge and spin (kcal/mol) = 14.9
- 2S+1 = 4
- LUMO level (alpha / beta) (eV) = -4.4 / -4.8
- charge = +1

Last column: natural (NBO) charge in e.
Geometry (Å):
C 0.68 1.66 -1.79  -1.033
Re -0.50 1.09 -0.23  0.873
N -1.82 1.14 1.41  -1.020
H -1.90 0.87 -1.17  0.005
H -2.27 0.25 1.57  0.402
H -0.70 2.68 0.48  -0.215
H 0.21 2.41 -2.47  0.272
H 0.71 0.55 -2.13  0.225
H 1.59 2.19 -1.37  0.260
H -1.26 1.39 2.24  0.419
H -2.52 1.86 1.27  0.438
C 0.17 -1.82 1.46  -0.686
S -0.11 -1.10 -0.28  0.265
C 1.58 -1.72 -0.95  -0.667
H -0.45 -1.24 2.16  0.222
H 1.25 -1.83 1.70  0.247
H -0.23 -2.83 1.34  0.253
H 2.34 -1.72 -0.15  0.239
H 1.34 -2.74 -1.29  0.249
H 1.88 -1.10 -1.82  0.252

Here is 2 unconnected molecules or ions with the total composition C8H11N3O from the OMol25 dataset. Energies are from ωB97M-V/def2-TZVPD.

Properties
- E_tot (eV) = -14985.5151
- orbital gap (eV) = 9.0
- SMILES string = N#CCCCC=C=C=N.C=NO
- ΔE to the lowest compared entry with this formula, charge and spin (kcal/mol) = 136.8
- 2S+1 = 1
- LUMO level (eV) = 0.0
- charge = 0

Last column: natural (NBO) charge in e.
Geometry (Å):
N -0.70 -1.50 4.93  -0.325
C -1.28 -1.56 3.96  0.278
C -1.82 -1.60 2.60  -0.508
C -0.87 -0.59 1.68  -0.370
C -1.45 -0.30 0.19  -0.458
C -0.31 -0.65 -0.78  -0.138
C -0.28 -0.16 -1.97  -0.219
C 0.13 -0.32 -3.20  0.384
N 0.64 -0.16 -4.35  -0.624
H -2.80 -1.23 2.50  0.242
H -1.68 -2.65 2.30  0.247
H -0.62 0.34 2.30  0.218
H 0.07 -1.07 1.66  0.205
H -2.12 -1.21 -0.01  0.228
H -1.90 0.71 0.09  0.242
H 0.54 -1.30 -0.47  0.218
H 0.02 0.49 -4.98  0.375
C 2.86 2.32 -1.81  -0.120
N 2.09 1.49 -1.27  -0.119
O 1.91 1.94 0.15  -0.609
H 3.29 3.08 -1.09  0.180
H 3.27 2.27 -2.78  0.203
H 1.00 1.65 0.35  0.469

> charge of number 2 (C4H10Si)?

0